(1)
This record from the Open Molecules 2025 dataset describes a 9-piece molecular cluster, C23H62F6O22PS8 overall at a distorted geometry. The level of theory is ωB97M-V/def2-TZVPD.

XYZ file:
```
122
Properties=species:S:1:pos:R:3:forces:R:3
P 25.103 15.319 21.281 -0.7 0.2 -1.3
F 23.902 14.183 21.531 1.4 0.8 0.2
F 25.689 14.506 19.985 -0.8 0.0 0.3
F 23.978 16.091 20.294 1.2 -0.2 0.9
F 26.235 16.464 20.948 -0.6 0.0 0.3
F 24.630 16.208 22.583 -0.1 -0.7 -0.7
F 26.168 14.515 22.185 -0.4 0.0 0.4
O 16.555 14.186 16.847 1.7 -0.8 1.5
S 17.491 13.445 17.700 -0.4 -2.0 0.9
O 16.938 12.639 18.864 2.2 2.6 -3.8
O 18.327 12.357 16.693 -0.9 1.5 0.7
C 18.678 12.882 15.362 -0.2 0.4 0.2
C 20.097 12.515 15.002 0.0 -0.7 0.2
C 19.005 14.467 18.277 -1.0 -0.6 0.5
H 18.562 13.965 15.320 0.0 0.1 0.4
H 17.957 12.536 14.621 0.0 -0.4 0.2
H 20.223 11.433 14.949 -0.1 -0.1 0.0
H 20.806 12.865 15.752 0.0 0.2 -0.1
H 20.340 12.900 14.012 0.0 0.2 0.1
H 19.593 13.821 18.929 -0.3 -0.3 -0.2
H 18.663 15.285 18.911 -0.3 0.0 -0.3
H 19.671 14.839 17.499 -0.6 -0.2 -0.4
O 22.485 23.897 23.984 2.1 -2.2 -3.3
S 23.201 23.097 22.923 -0.7 1.1 2.1
O 23.422 23.625 21.565 -0.3 -0.9 2.6
O 24.627 22.627 23.628 -1.0 1.0 -0.8
C 25.643 22.179 22.691 1.2 0.1 0.5
C 26.724 21.387 23.513 -1.5 0.0 -0.8
C 22.456 21.442 22.807 -0.8 0.5 -1.1
H 26.064 23.048 22.184 -0.1 0.0 0.0
H 25.133 21.557 21.955 0.4 -0.3 -0.1
H 26.062 20.715 24.060 0.6 -0.3 0.5
H 27.404 21.948 24.154 -0.6 0.4 0.1
H 27.372 20.781 22.880 -0.3 0.0 -0.3
H 21.854 21.478 21.899 0.1 0.1 -0.3
H 21.702 21.224 23.563 0.7 0.2 0.5
H 23.200 20.661 22.652 0.1 0.2 0.4
O 29.469 18.083 12.735 -1.2 -2.1 -0.9
S 28.779 16.905 12.206 -0.8 1.5 -0.4
O 29.109 15.563 12.620 -0.3 0.9 -0.1
O 27.112 17.202 12.415 3.4 0.9 -0.9
C 26.321 16.150 12.875 0.6 -0.8 2.4
C 26.561 15.936 14.458 -0.9 0.2 -1.2
C 28.788 16.951 10.366 -0.2 -0.1 0.9
H 26.611 15.232 12.362 -0.2 -0.2 0.0
H 25.325 16.449 12.550 -0.2 -0.2 0.6
H 25.694 15.402 14.845 0.2 -0.4 0.1
H 26.630 16.829 15.079 -0.3 0.5 -0.6
H 27.503 15.436 14.684 -0.2 -0.5 -0.5
H 29.750 16.644 9.956 0.2 0.3 0.4
H 28.511 17.970 10.093 0.1 -0.2 -0.1
H 28.062 16.217 10.016 -0.2 0.2 0.2
O 26.424 14.777 30.025 2.2 0.4 -1.6
S 27.536 15.061 29.103 2.0 1.1 -0.3
O 28.770 15.829 29.498 -3.8 -2.2 -0.8
O 28.147 13.632 28.425 0.8 3.8 0.4
C 27.475 12.505 28.744 -2.0 -3.0 0.9
C 27.634 11.440 27.695 0.1 0.3 -1.1
C 26.846 15.765 27.512 0.0 -0.2 1.4
H 26.400 12.688 28.715 -0.2 0.1 0.8
H 27.773 12.091 29.707 0.0 0.3 0.3
H 27.000 11.776 26.875 0.3 -0.3 -0.5
H 27.250 10.464 27.990 0.1 0.1 0.3
H 28.663 11.366 27.343 0.0 -0.2 0.0
H 27.633 16.271 26.953 0.0 -0.5 0.0
H 26.085 16.498 27.779 0.1 -0.1 0.2
H 26.357 14.925 27.019 0.3 0.1 -0.2
O 30.114 7.404 18.655 -2.8 1.9 -1.2
S 29.031 8.379 18.363 1.2 -0.6 2.9
O 28.846 9.039 17.088 0.3 -0.9 1.0
O 27.556 7.665 18.811 4.0 0.2 0.2
C 26.453 8.115 18.073 0.1 -0.3 -1.0
C 25.305 7.469 18.754 -0.8 0.6 0.7
C 29.216 9.738 19.709 -0.2 -0.3 -0.9
H 26.542 7.679 17.078 0.0 0.7 -0.4
H 26.542 9.201 18.110 -1.0 0.1 -0.5
H 25.417 6.385 18.780 0.1 0.1 0.0
H 24.356 7.728 18.285 0.0 0.0 0.0
H 25.319 7.867 19.769 -0.4 -0.3 0.2
H 28.731 9.559 20.669 -0.7 -0.5 -0.5
H 28.853 10.640 19.216 -0.2 -0.1 0.2
H 30.242 9.921 20.029 0.3 -0.5 -0.8
O 33.999 16.270 19.473 -3.0 -1.7 1.2
S 32.682 15.641 19.756 0.8 -0.5 -1.0
O 32.354 14.278 19.274 0.8 2.8 1.1
O 32.438 15.669 21.414 2.8 0.6 -3.0
C 31.185 15.346 21.890 -1.7 0.3 1.6
C 31.314 15.095 23.381 -0.4 -0.4 0.6
C 31.416 16.791 19.123 0.4 -0.1 0.0
H 30.758 14.480 21.384 -0.1 0.1 -0.1
H 30.574 16.245 21.821 -0.5 -0.2 -0.5
H 30.353 14.839 23.828 -0.3 -0.5 -0.5
H 31.529 15.971 23.993 0.8 0.2 -0.5
H 32.009 14.277 23.572 0.1 0.2 0.2
H 31.728 17.801 19.391 -0.3 -0.1 0.6
H 30.425 16.475 19.448 0.2 0.2 0.3
H 31.395 16.838 18.034 0.4 -0.7 0.0
O 20.365 20.326 14.772 3.2 1.9 0.4
S 21.641 21.040 15.062 -1.0 -0.9 -1.0
O 22.765 21.133 14.118 -2.1 -0.2 1.1
O 21.229 22.529 15.522 -0.7 -0.7 -0.6
C 22.198 23.575 15.447 1.6 -0.5 -0.5
C 21.603 24.842 15.914 -0.6 0.0 0.8
C 22.305 20.450 16.593 0.0 0.1 -0.6
H 22.620 23.654 14.446 -0.2 -0.2 -0.1
H 23.021 23.319 16.115 0.2 -0.1 0.0
H 22.331 25.652 15.860 -0.1 0.0 -0.2
H 21.399 24.658 16.969 -0.4 0.5 0.1
H 20.682 25.045 15.368 0.1 0.3 0.1
H 22.534 19.394 16.447 -0.2 0.0 0.3
H 21.566 20.667 17.364 0.2 -0.3 0.0
H 23.237 21.006 16.697 -0.1 -0.1 0.4
C 20.168 15.821 25.579 1.1 0.9 0.0
S 19.424 16.332 27.204 0.1 -2.6 -0.5
O 18.839 15.012 27.767 1.3 2.5 -0.5
C 21.094 16.782 27.865 -0.6 0.3 -0.4
H 19.566 16.052 24.700 -0.4 -0.7 0.3
H 20.650 14.845 25.636 -1.1 -0.5 0.1
H 21.090 16.372 25.394 -0.1 0.8 0.2
H 21.809 15.965 27.762 -0.2 -0.1 0.6
H 20.974 17.279 28.827 0.2 -0.6 0.2
H 21.454 17.558 27.189 -0.2 0.1 -0.1
```
Forces are in eV/Å.

Results
Relative energy (zero: lowest compared OMol25 entry of this formula, charge and spin), kJ/mol: 609.5
Net charge: -1
Energy, Eh: -6694.86761
Orbital gap, eV: 9.20

Atomic partial charges in e from the Mulliken method, atoms 1 to 99: atom 1 (P): 1.207, atom 2 (F): -0.371, atom 3 (F): -0.370, atom 4 (F): -0.391, atom 5 (F): -0.370, atom 6 (F): -0.366, atom 7 (F): -0.346, atom 8 (O): -0.574, atom 9 (S): 1.083, atom 10 (O): -0.579, atom 11 (O): -0.349, atom 12 (C): -0.261, atom 13 (C): -1.094, atom 14 (C): -0.808, atom 15 (H): 0.364, atom 16 (H): 0.319, atom 17 (H): 0.297, atom 18 (H): 0.292, atom 19 (H): 0.347, atom 20 (H): 0.327, atom 21 (H): 0.346, atom 22 (H): 0.291, atom 23 (O): -0.608, atom 24 (S): 1.130, atom 25 (O): -0.585, atom 26 (O): -0.314, atom 27 (C): -0.263, atom 28 (C): -1.147, atom 29 (C): -0.842, atom 30 (H): 0.307, atom 31 (H): 0.394, atom 32 (H): 0.301, atom 33 (H): 0.299, atom 34 (H): 0.361, atom 35 (H): 0.318, atom 36 (H): 0.339, atom 37 (H): 0.311, atom 38 (O): -0.588, atom 39 (S): 1.072, atom 40 (O): -0.555, atom 41 (O): -0.321, atom 42 (C): -0.267, atom 43 (C): -1.059, atom 44 (C): -0.856, atom 45 (H): 0.297, atom 46 (H): 0.351, atom 47 (H): 0.347, atom 48 (H): 0.312, atom 49 (H): 0.317, atom 50 (H): 0.343, atom 51 (H): 0.311, atom 52 (H): 0.298, atom 53 (O): -0.570, atom 54 (S): 1.080, atom 55 (O): -0.592, atom 56 (O): -0.297, atom 57 (C): -0.133, atom 58 (C): -1.187, atom 59 (C): -0.819, atom 60 (H): 0.313, atom 61 (H): 0.307, atom 62 (H): 0.286, atom 63 (H): 0.345, atom 64 (H): 0.306, atom 65 (H): 0.321, atom 66 (H): 0.341, atom 67 (H): 0.297, atom 68 (O): -0.611, atom 69 (S): 1.108, atom 70 (O): -0.576, atom 71 (O): -0.315, atom 72 (C): -0.097, atom 73 (C): -1.266, atom 74 (C): -0.921, atom 75 (H): 0.267, atom 76 (H): 0.398, atom 77 (H): 0.299, atom 78 (H): 0.376, atom 79 (H): 0.319, atom 80 (H): 0.333, atom 81 (H): 0.324, atom 82 (H): 0.361, atom 83 (O): -0.601, atom 84 (S): 1.110, atom 85 (O): -0.589, atom 86 (O): -0.288, atom 87 (C): -0.064, atom 88 (C): -1.432, atom 89 (C): -0.907, atom 90 (H): 0.392, atom 91 (H): 0.266, atom 92 (H): 0.421, atom 93 (H): 0.335, atom 94 (H): 0.339, atom 95 (H): 0.324, atom 96 (H): 0.335, atom 97 (H): 0.360, atom 98 (O): -0.621, atom 99 (S): 1.140

---

(2)
This record from the Open Molecules 2025 dataset describes a 8-piece molecular cluster, C23H62O22S8 overall at a distorted geometry. The level of theory is ωB97M-V/def2-TZVPD.

XYZ file:
```
115
Properties=species:S:1:pos:R:3:forces:R:3
O -2.690 12.340 1.781 -2.5 -3.1 -2.0
S -3.628 11.419 1.042 1.1 2.3 1.3
O -3.419 11.145 -0.364 0.0 -0.1 1.3
O -3.829 10.012 1.861 0.0 1.0 -0.2
C -3.489 8.725 1.323 2.1 -0.9 -0.1
C -2.951 7.759 2.412 -1.6 0.5 -0.1
C -5.302 12.118 1.258 0.0 -1.1 0.8
H -2.644 8.782 0.637 -0.1 0.7 -0.2
H -4.253 8.230 0.724 -0.7 0.5 0.4
H -3.697 7.622 3.195 -0.1 0.0 0.1
H -2.030 8.057 2.913 0.1 0.0 -0.5
H -2.915 6.806 1.882 0.6 -0.1 0.2
H -5.536 12.306 2.306 0.8 0.5 0.1
H -6.008 11.300 1.111 0.0 0.1 -1.0
H -5.454 13.010 0.650 0.2 -0.4 -0.1
O -1.863 1.725 -6.057 0.6 1.7 -1.1
S -0.870 2.507 -6.783 2.6 0.6 -2.0
O -1.005 3.132 -8.135 -0.5 -1.4 3.9
O -0.178 3.715 -5.801 -1.3 -1.0 -1.3
C -0.028 3.352 -4.421 -0.1 -0.2 1.3
C 0.265 4.587 -3.501 -0.4 -0.7 -2.2
C 0.609 1.403 -6.862 -1.0 0.3 0.3
H 0.807 2.659 -4.318 0.1 -0.1 -0.1
H -0.930 2.810 -4.139 0.0 0.2 0.3
H 0.488 4.292 -2.476 -0.1 0.0 -0.2
H -0.580 5.269 -3.595 0.1 0.1 0.4
H 1.117 5.064 -3.985 0.2 0.2 0.4
H 0.652 1.068 -5.826 0.5 -0.1 -0.1
H 1.513 1.898 -7.218 -0.3 0.3 0.2
H 0.415 0.543 -7.503 -0.4 0.2 0.0
O -4.539 -11.368 -1.170 -3.4 3.0 0.3
S -5.566 -10.318 -0.834 2.4 -2.1 2.3
O -6.546 -10.593 0.236 1.3 0.6 -2.6
O -4.574 -9.133 -0.197 -1.3 0.1 -1.2
C -5.186 -7.860 0.123 -0.7 1.7 0.0
C -4.120 -6.724 0.372 0.2 -3.0 -0.2
C -6.413 -9.657 -2.361 0.5 -0.7 0.3
H -5.933 -7.915 0.915 0.6 -0.6 0.7
H -5.847 -7.503 -0.667 0.3 -0.3 -0.8
H -3.378 -7.217 1.000 0.0 0.3 0.6
H -4.515 -5.832 0.859 0.0 -0.1 -0.4
H -3.543 -6.637 -0.549 -0.4 0.9 -0.2
H -7.181 -8.912 -2.154 0.4 0.0 0.3
H -6.890 -10.514 -2.836 -0.1 -0.3 0.5
H -5.683 -9.355 -3.112 0.2 0.4 0.5
O 4.001 2.131 5.263 -0.1 0.3 0.4
S 4.009 2.129 6.698 -1.6 -0.2 0.9
O 5.187 2.629 7.378 -1.3 -0.7 -0.3
O 2.638 2.926 7.289 1.1 -3.2 -0.4
C 2.675 4.297 7.126 -1.5 2.1 -0.3
C 1.188 4.932 7.176 1.3 -0.7 0.0
C 3.455 0.429 7.219 0.4 1.1 -0.3
H 3.082 4.457 6.128 0.1 0.7 0.0
H 3.346 4.660 7.904 -0.2 0.7 -0.1
H 0.604 4.702 8.067 0.5 -0.3 0.3
H 0.577 4.584 6.343 0.3 -0.1 -0.2
H 1.217 6.020 7.117 0.4 0.0 -0.1
H 3.176 -0.081 6.297 0.7 0.0 0.0
H 2.539 0.392 7.809 0.4 0.7 0.4
H 4.333 0.061 7.750 -0.3 -0.5 -0.1
O 3.096 -11.757 -0.601 0.6 -0.2 0.1
S 2.474 -11.062 0.470 -1.1 1.7 -1.3
O 2.169 -11.705 1.709 0.1 0.3 0.0
O 3.345 -9.692 0.731 -0.1 -4.3 -2.6
C 2.837 -8.847 1.637 1.0 4.8 2.0
C 2.802 -7.374 0.945 -0.5 -2.2 1.2
C 0.970 -10.240 -0.212 1.2 -0.5 0.7
H 3.638 -8.775 2.373 -0.2 0.2 0.6
H 1.943 -9.108 2.203 -0.2 -0.3 -0.5
H 3.540 -7.416 0.143 -0.1 0.2 0.0
H 3.091 -6.652 1.708 -0.2 0.2 -0.2
H 1.793 -7.204 0.568 0.2 0.4 -0.2
H 0.232 -11.036 -0.301 -0.2 0.4 0.2
H 1.191 -9.760 -1.165 0.2 -0.4 0.0
H 0.779 -9.448 0.512 -0.7 -0.3 -0.1
O 1.500 -0.806 -1.903 -1.6 0.1 2.7
S 0.676 -0.865 -0.682 -0.7 1.5 -0.8
O 0.936 -1.771 0.409 0.5 0.5 -0.7
O 0.549 0.720 -0.068 0.6 -1.9 0.2
C 0.225 0.846 1.389 0.5 1.9 -0.8
C 0.757 2.214 1.914 0.0 0.2 -1.1
C -1.097 -1.117 -1.075 1.0 0.6 -0.8
H 0.641 -0.008 1.923 -0.4 0.1 0.0
H -0.845 1.053 1.434 -0.2 -1.2 0.2
H 0.597 2.340 2.985 0.4 -0.4 0.0
H 0.205 3.046 1.476 -0.6 -0.2 -0.2
H 1.747 2.503 1.561 0.5 -0.7 0.6
H -1.550 -1.424 -0.132 -0.1 0.0 -0.4
H -1.195 -1.789 -1.927 0.2 -0.7 0.5
H -1.499 -0.201 -1.507 0.1 0.3 0.6
O 3.260 7.580 0.042 0.3 -0.2 -1.0
S 4.087 7.418 1.191 1.4 1.1 -1.6
O 3.362 7.298 2.402 1.0 -0.3 1.2
O 5.106 6.107 0.961 -1.6 2.2 1.8
C 5.270 5.551 -0.305 0.6 0.2 -2.4
C 6.474 4.670 -0.220 0.1 -1.6 0.2
C 5.390 8.878 1.169 -0.5 -2.1 0.9
H 5.501 6.232 -1.123 0.1 1.1 0.4
H 4.383 5.115 -0.765 -0.3 -0.7 1.0
H 6.469 3.949 -1.038 0.0 0.1 -0.2
H 6.414 4.065 0.684 0.1 0.0 0.1
H 7.444 5.168 -0.230 -0.3 0.3 0.1
H 4.934 9.832 1.435 -0.3 -0.3 -0.4
H 5.938 8.839 0.227 -0.5 0.1 -0.1
H 6.105 8.618 1.949 -0.1 0.0 0.1
C -2.407 -8.598 -5.937 0.5 0.3 -0.4
S -2.604 -6.904 -5.168 1.6 0.3 1.2
O -1.649 -6.920 -3.966 -1.4 -0.1 -1.7
C -1.727 -5.854 -6.504 -1.7 -1.8 0.2
H -3.037 -8.870 -6.784 -0.2 0.8 -0.2
H -2.598 -9.407 -5.231 0.1 0.6 0.6
H -1.368 -8.656 -6.261 0.1 -0.1 0.1
H -0.854 -6.473 -6.711 0.3 0.8 -0.2
H -1.650 -4.779 -6.337 0.5 -0.4 0.9
H -2.471 -5.904 -7.299 0.2 -0.3 -0.5
```
Forces are in eV/Å.

Results
Relative energy (zero: lowest compared OMol25 entry of this formula, charge and spin), kJ/mol: 467.0
Net charge: 0
Energy, Eh: -5753.93913
Orbital gap, eV: 9.31

Atomic partial charges in e from the Mulliken method, atoms 1 to 99: atom 1 (O): -0.595, atom 2 (S): 1.117, atom 3 (O): -0.594, atom 4 (O): -0.288, atom 5 (C): -0.199, atom 6 (C): -1.114, atom 7 (C): -0.894, atom 8 (H): 0.305, atom 9 (H): 0.305, atom 10 (H): 0.311, atom 11 (H): 0.313, atom 12 (H): 0.345, atom 13 (H): 0.341, atom 14 (H): 0.314, atom 15 (H): 0.334, atom 16 (O): -0.571, atom 17 (S): 1.105, atom 18 (O): -0.581, atom 19 (O): -0.336, atom 20 (C): -0.163, atom 21 (C): -1.224, atom 22 (C): -0.824, atom 23 (H): 0.279, atom 24 (H): 0.407, atom 25 (H): 0.344, atom 26 (H): 0.325, atom 27 (H): 0.321, atom 28 (H): 0.270, atom 29 (H): 0.298, atom 30 (H): 0.353, atom 31 (O): -0.591, atom 32 (S): 1.118, atom 33 (O): -0.612, atom 34 (O): -0.254, atom 35 (C): -0.257, atom 36 (C): -1.117, atom 37 (C): -0.844, atom 38 (H): 0.375, atom 39 (H): 0.294, atom 40 (H): 0.293, atom 41 (H): 0.347, atom 42 (H): 0.279, atom 43 (H): 0.351, atom 44 (H): 0.372, atom 45 (H): 0.248, atom 46 (O): -0.566, atom 47 (S): 1.181, atom 48 (O): -0.621, atom 49 (O): -0.277, atom 50 (C): -0.249, atom 51 (C): -1.137, atom 52 (C): -0.886, atom 53 (H): 0.334, atom 54 (H): 0.308, atom 55 (H): 0.332, atom 56 (H): 0.264, atom 57 (H): 0.361, atom 58 (H): 0.337, atom 59 (H): 0.305, atom 60 (H): 0.314, atom 61 (O): -0.596, atom 62 (S): 1.167, atom 63 (O): -0.595, atom 64 (O): -0.350, atom 65 (C): -0.543, atom 66 (C): -0.941, atom 67 (C): -0.825, atom 68 (H): 0.407, atom 69 (H): 0.438, atom 70 (H): 0.281, atom 71 (H): 0.342, atom 72 (H): 0.264, atom 73 (H): 0.371, atom 74 (H): 0.324, atom 75 (H): 0.259, atom 76 (O): -0.581, atom 77 (S): 1.128, atom 78 (O): -0.615, atom 79 (O): -0.273, atom 80 (C): -0.141, atom 81 (C): -1.274, atom 82 (C): -0.907, atom 83 (H): 0.393, atom 84 (H): 0.232, atom 85 (H): 0.373, atom 86 (H): 0.325, atom 87 (H): 0.342, atom 88 (H): 0.306, atom 89 (H): 0.395, atom 90 (H): 0.295, atom 91 (O): -0.595, atom 92 (S): 1.004, atom 93 (O): -0.536, atom 94 (O): -0.274, atom 95 (C): -0.115, atom 96 (C): -1.208, atom 97 (C): -0.855, atom 98 (H): 0.304, atom 99 (H): 0.339